(1)
Formula: C13H31N4O9SZr
Source: the Open Molecules 2025 dataset
Level of theory: ωB97M-V/def2-TZVPD

Its total charge is +1. As for the multiplicity: 1. The value obtained for the highest occupied orbital energy is -11.30 eV. As for the HOMO-LUMO gap: 6.17 eV.

Geometry (Å):
Zr 1.37175 2.69581 3.01620
C 1.62992 -0.12342 0.90122
O 1.94512 0.82382 1.88844
H 2.33615 -0.14592 0.07127
H 1.66498 -1.15566 1.24962
H 0.64149 0.04899 0.47532
S 3.75222 4.13106 2.44562
O 3.17575 3.40146 3.56931
O 3.98386 5.55189 2.60622
O 4.88641 3.46967 1.84056
O 2.55342 3.75440 1.78304
C 1.36047 -5.17474 -0.72885
O 1.27968 -5.58413 -1.87919
N 2.55079 -4.86076 -0.16521
C 2.57066 -4.10843 1.06902
C 3.81398 -5.09942 -0.77092
H 0.49505 -5.02286 -0.06540
H 3.10286 -3.15870 1.01542
H 3.03963 -4.77677 1.79115
H 1.56881 -3.81534 1.38284
H 4.51347 -5.59966 -0.10117
H 3.60410 -5.89225 -1.48889
H 4.29437 -4.22040 -1.20063
C -1.30614 -0.37416 -3.89881
O -1.39555 0.71705 -3.28560
N -0.53204 -1.41369 -3.58133
C -0.39463 -2.59735 -4.42817
C 0.16172 -1.60903 -2.40090
H -1.94410 -0.61706 -4.76265
H -1.17433 -2.41423 -5.16753
H -0.57203 -3.48482 -3.82071
H 0.63374 -2.59431 -4.78946
H -0.21948 -1.14638 -1.49055
H 0.02330 -2.59653 -1.96068
H 1.23646 -1.48006 -2.52901
C -1.88889 1.15946 3.06780
O -0.78554 1.65079 2.89618
N -2.63631 0.50557 2.13857
C -3.91045 -0.04741 2.51544
C -2.35814 0.36673 0.68875
H -2.43151 1.20990 4.02447
H -3.87154 -0.17789 3.59690
H -4.00531 -1.01175 2.01628
H -4.79757 0.53829 2.27446
H -1.28815 0.36842 0.48089
H -2.68499 -0.51281 0.13408
H -2.59552 1.24635 0.09040
C -0.52777 3.22915 -0.01096
O 0.27601 3.11803 0.96228
N -1.55522 4.08449 -0.06860
C -2.29110 4.28472 -1.26816
C -2.27135 4.51591 1.17498
H -0.29140 2.77922 -0.98763
H -3.36224 4.08478 -1.24012
H -1.82555 3.80059 -2.12664
H -2.11103 5.35490 -1.37009
H -2.89503 5.39265 1.00045
H -2.98434 3.74473 1.46659
H -1.55892 4.78707 1.95407

(2)
Formula: C8H14ClN2O
Source: the Open Molecules 2025 dataset
Level of theory: ωB97M-V/def2-TZVPD

Its total charge is +1. The calculation puts the energy above the lowest of the compared OMol25 structures with the same formula, charge and spin at 5.289 eV. As for the multiplicity: 1. The value obtained for the highest occupied orbital energy is -12.03 eV. As for the HOMO-LUMO gap: 8.12 eV.

Geometry (Å):
C 2.74949 -1.29978 0.15507
C 3.15569 0.06706 -0.27113
C 1.28077 -1.37066 0.44273
C 0.38043 -0.93391 -0.68511
C -0.97335 -0.38866 -0.29460
C -0.84048 0.42089 1.04449
C -1.57100 0.61395 -1.36124
C 0.66003 2.19004 0.28775
N 1.04358 -1.87744 1.56873
N -1.63178 -0.00655 2.01126
O -0.22179 1.52152 1.19592
Cl 4.76919 0.54905 0.09107
H 3.09097 -2.04676 -0.64575
H 1.03247 -0.12534 -1.30221
H 0.14117 -1.69264 -1.33626
H -1.58365 -1.27021 0.02599
H -2.44418 1.18135 -1.03964
H -2.03106 -0.03767 -2.05337
H -0.71528 1.28600 -1.67641
H 0.60349 1.85744 -0.64739
H 1.64063 1.72672 0.44351
H 0.60764 3.21936 0.54922
H 0.06313 -2.07376 1.74981
H 3.37775 -1.64654 1.14236
H -2.08795 -0.87464 2.14758
H -1.90108 0.64079 2.76294

(3)
Formula: C4H10O2
Source: the Open Molecules 2025 dataset
Level of theory: ωB97M-V/def2-TZVPD

The calculation puts the energy above the lowest of the compared OMol25 structures with the same formula, charge and spin at 2.146 eV. As for the SMILES: CC(C)C=O.O. As for the multiplicity: 1. The value obtained for the highest occupied orbital energy is -9.68 eV. As for the HOMO-LUMO gap: 10.48 eV.

Geometry (Å):
C -1.22047 -1.02202 -0.53936
C -0.10814 0.01233 -0.53013
C -0.51143 1.39530 -0.05964
C 1.26830 -0.41339 -0.44276
O 2.20340 0.28012 -0.04713
H -0.94824 -1.85303 -1.19045
H -1.39410 -1.42934 0.46870
H -2.16748 -0.58492 -0.88076
H 0.54344 0.07840 -1.64142
H -0.97855 1.88452 -0.91545
H -1.25842 1.40215 0.75018
H 0.36782 1.95946 0.25841
H 1.38356 -1.45550 -0.79571
O 0.55761 -0.35492 1.97423
H 0.30823 0.42500 2.47658
H 1.35690 -0.06731 1.49086

(4)
Formula: C18H45BF4N3O6
Source: the Open Molecules 2025 dataset
Level of theory: ωB97M-V/def2-TZVPD

Its total charge is -1. The calculation puts the energy above the lowest of the compared OMol25 structures with the same formula, charge and spin at 2.920 eV. As for the multiplicity: 1. The value obtained for the highest occupied orbital energy is -7.43 eV. As for the HOMO-LUMO gap: 9.91 eV.

Geometry (Å):
B -0.30762 -0.15675 0.06958
F -0.68762 1.05325 -0.60742
F -1.24362 -1.08775 -0.27742
F 0.98138 -0.61575 -0.33142
F -0.23762 0.02525 1.40558
C -2.76362 -0.62375 3.51058
C -2.04362 -1.93075 2.99158
N -1.61562 -2.90175 2.68158
H -3.91762 -0.47975 3.46658
H -2.57862 -0.61075 4.58158
H -2.30762 0.32325 3.30558
C -0.75462 -0.62475 -3.89342
C -1.52862 -0.61675 -5.16142
N -2.18662 -0.60275 -6.07142
H -0.32662 0.25625 -3.64142
H -1.03562 -1.20675 -3.01242
H 0.21538 -1.11175 -4.13742
C 1.61338 -2.65275 2.14158
C 1.84638 -3.77375 3.20658
N 1.99538 -4.65575 3.91658
H 2.31938 -2.17475 1.56358
H 0.81438 -3.02675 1.24158
H 1.12138 -1.83675 2.80858
C 4.08938 -3.18075 -1.02442
C 3.14238 -3.20775 -2.18642
O 2.54838 -1.94675 -2.27842
H 4.93238 -2.71375 -1.44442
H 4.48438 -4.27775 -0.76542
H 3.52838 -2.60275 -0.30542
H 2.54138 -4.07275 -2.09642
H 3.59738 -3.26075 -3.12442
H 2.48138 -1.65775 -1.53142
C -3.29562 3.11325 -0.53942
C -3.90462 1.74725 -0.02842
O -3.60162 0.65125 -0.81342
H -3.61462 3.26525 -1.54742
H -2.24362 2.91825 -0.65942
H -3.46462 3.84225 0.01458
H -5.07562 1.80625 -0.01042
H -3.74662 1.67025 1.10958
H -2.94162 0.12225 -0.50842
C -1.61062 4.78425 2.47258
C -0.74362 3.57125 2.11058
O -1.30362 2.33325 2.52858
H -1.51662 5.02925 3.56158
H -2.68762 4.57525 2.11258
H -1.04762 5.59825 1.88658
H 0.49138 3.66325 2.42358
H -0.76862 3.54425 1.05358
H -0.96362 1.65125 1.96258
C -4.93762 -4.21475 -1.10842
C -4.02262 -3.11975 -0.37242
O -3.07062 -2.84875 -1.37842
H -4.34462 -5.13975 -1.41042
H -5.32562 -3.72875 -1.85942
H -5.55462 -4.36975 -0.22742
H -3.37662 -3.57375 0.22558
H -4.61662 -2.20575 -0.16542
H -2.47262 -2.35075 -0.79842
C 1.80238 2.94125 -2.00242
C 2.91838 1.85225 -2.10742
O 4.06138 2.60525 -1.60442
H 2.04038 3.84225 -2.53442
H 1.83538 3.34725 -0.93442
H 1.02738 2.60625 -2.36042
H 3.22438 1.90625 -3.10542
H 2.65738 1.05625 -1.47042
H 4.64938 2.05525 -2.17042
C 4.98438 0.82025 1.49558
C 3.50038 1.26625 1.73358
O 3.32238 2.69025 1.30858
H 5.51738 1.56025 2.06958
H 5.27538 0.66325 0.53858
H 5.04738 -0.15375 1.82058
H 3.18038 1.21825 2.71658
H 2.63338 0.75625 1.20858
H 3.36638 2.58525 0.36258

(5)
Formula: C21H39INO2P2Ru
Source: the Open Molecules 2025 dataset
Level of theory: ωB97M-V/def2-TZVPD

Its total charge is +3. The calculation puts the energy above the lowest of the compared OMol25 structures with the same formula, charge and spin at 1.280 eV. As for the multiplicity: 5. Its expectation value of S² is 6.06. The value obtained for the highest occupied orbital energy (spin up / spin down) is -17.90 / -17.73 eV. As for the HOMO-LUMO gap (spin up / spin down): 7.41 / 4.71 eV.

Geometry (Å):
C 4.50762 1.70796 -0.12809
C 3.89888 0.57479 0.59454
H 5.60237 1.70893 -0.12151
H 4.14600 2.65112 0.24511
H 4.18982 1.70550 -1.18880
O 4.40633 -0.13365 1.43092
I 0.63706 3.42173 -1.26325
Ru 1.76756 1.05237 -0.25306
P 1.21349 0.47672 -2.53600
C 0.78069 -1.26846 -2.79858
C 0.09213 1.37338 -3.63511
H 0.50103 1.25216 -4.64310
H 3.00089 0.31003 -4.27173
H 0.05386 2.44904 -3.40706
H 3.17074 1.69574 -3.17722
H -0.13402 -1.51283 -2.25517
H -0.92957 0.99573 -3.60069
C 2.89173 0.64703 -3.24445
H 0.62407 -1.44263 -3.86332
H 3.56862 0.05600 -2.62544
H 1.59378 -1.89113 -2.43129
P 1.44501 1.17390 2.02806
C 1.90582 -0.34779 2.92148
C 2.55965 2.44894 2.70363
H -0.49572 2.55455 2.58641
H 0.00237 1.55420 3.96276
H -0.88818 0.82148 2.61352
C -0.12901 1.56587 2.87060
H 2.28997 3.37429 2.19506
H 2.41572 2.57024 3.77832
H 2.05205 -0.11297 3.97817
H 2.82831 -0.77981 2.53299
H 3.60639 2.21707 2.50294
H 1.11113 -1.08982 2.85297
C 2.44184 -0.68290 -0.23102
O 2.85028 -1.77319 -0.38419
C -4.28872 -3.41475 -0.24914
C -2.90712 -2.86460 -0.00668
C -1.96400 -3.60595 0.69078
C -0.70343 -3.08293 1.02152
C 0.28674 -4.01211 1.67640
C -0.44207 -1.73854 0.76637
C -1.39015 -0.90847 0.10046
C -2.57467 -1.56682 -0.39269
N -1.19761 0.43452 -0.01036
C -2.36912 1.28336 -0.20788
C -2.86376 1.22343 -1.63393
C -3.42690 0.92462 0.80608
C -2.11725 2.76459 0.14004
H -4.28022 -4.38810 -0.76095
H -4.81392 -3.52609 0.71451
H -4.89705 -2.74900 -0.86565
H -2.25455 -4.62614 0.96098
H 0.11209 -4.17258 2.75399
H 0.25369 -5.00746 1.20819
H 1.29987 -3.60695 1.56863
H 0.50559 -1.29629 1.11385
H -3.32073 -1.03325 -0.95546
H -3.96058 1.31059 -1.62690
H -2.42419 1.99220 -2.27787
H -2.56283 0.29188 -2.10703
H -3.78293 -0.09142 0.69374
H -2.98725 0.98111 1.80354
H -4.24965 1.64093 0.74577
H -1.64286 2.90704 1.12499
H -1.53832 3.28830 -0.64570
H -3.07682 3.32531 0.11200

(6)
Formula: C6H6N2
Source: the Open Molecules 2025 dataset
Level of theory: ωB97M-V/def2-TZVPD

The calculation puts the energy above the lowest of the compared OMol25 structures with the same formula, charge and spin at 1.920 eV. As for the SMILES: C[C@@H]1CC1(C#N)C#N. As for the multiplicity: 1. The value obtained for the highest occupied orbital energy is -11.04 eV. As for the HOMO-LUMO gap: 11.73 eV.

Geometry (Å):
C 0.13055 -1.06764 -0.57557
C -0.61549 0.19996 0.04340
C 0.07521 1.34436 0.86348
C -1.14572 0.40680 1.43570
C -0.83197 -0.67893 2.34301
N -0.58050 -1.57324 2.98698
C -2.41221 1.03007 1.42795
N -3.36944 1.64650 1.49918
H -0.24697 -1.98904 -0.14548
H 1.25145 -0.93623 -0.56774
H -0.16912 -1.09186 -1.55277
H -1.39051 0.39479 -0.73807
H 0.99152 1.04221 1.25759
H 0.00975 2.34658 0.68994

| no. | strongest force on any atom (eV/A) |
| --- | --- |
| 1 | 11.62 |
| 2 | 4.25 |
| 3 | 2.49 |
| 4 | 14.56 |
| 5 | 4.25 |
| 6 | 5.73 |